No. 1
The following is a DFT calculation (ωB97M-V/def2-TZVPD) of a gas-phase ion, C6H11N (charge -1) in a non-equilibrium geometry.

Geometry as XYZ:
```
18
Properties=species:S:1:pos:R:3:forces:R:3:mulliken_spin:R:1
C 2.03529 -0.15695 -1.78713 1.980 1.586 -0.401 0.004
N 1.15300 0.15484 -0.74549 -0.202 0.857 0.725 0.021
C -0.10343 -0.33915 -0.67888 -2.213 -1.386 0.211 0.026
C -0.49810 -1.18752 -1.76256 0.095 0.577 0.170 0.257
C -1.48498 0.90603 2.72675 1.025 -2.241 -0.163 -0.050
C -0.48143 0.57483 1.65524 1.847 2.110 2.204 0.469
C -0.87734 -0.07412 0.56107 1.245 -1.593 -4.598 0.114
H 1.98097 -1.25962 -1.85112 0.635 0.533 -0.859 0.001
H 1.97903 0.45170 -2.78534 -0.846 -1.387 1.099 0.010
H 3.02793 0.26488 -1.46087 -0.391 -1.093 -0.061 -0.008
H 1.33555 0.80230 -0.01869 0.747 0.694 0.279 -0.043
H -1.55381 -1.22962 -1.90547 -0.810 -0.491 0.080 0.023
H 0.03406 -1.26724 -2.73653 -0.164 0.390 1.001 0.011
H -2.46129 0.59119 2.37901 -0.326 -0.313 0.159 0.002
H -1.60716 1.85812 3.10828 -0.035 2.834 -0.002 0.026
H -1.20650 0.42407 3.66508 -0.288 -0.850 0.317 0.020
H 0.60649 0.58016 1.85141 -0.459 0.473 0.411 0.092
H -1.74633 -0.63853 0.68573 -1.840 -0.699 -0.571 0.024
```
Forces are in eV/Å.

Properties
Spin multiplicity = 2
Expectation value of S² = 0.76
Kohn-Sham gap (spin up / spin down) = 3.697 / 6.375 eV
Highest occupied orbital energy (spin up / spin down) = 0.445 / -2.266 eV
F_max = 5.0 eV/A
Net charge = -1
Calculated total energy = -289.84319 Eh

=====

No. 2
The following is a DFT calculation (ωB97M-V/def2-TZVPD) of a gas-phase ion, C6H11N (charge -1) in a non-equilibrium geometry.

Geometry as XYZ:
```
18
Properties=species:S:1:pos:R:3:forces:R:3:mulliken_spin:R:1
C -1.04900 -1.88394 -2.37851 1.286 1.007 1.768 0.027
N -0.09960 -1.29397 -1.26771 -1.098 1.068 -3.764 -0.027
C -0.14148 -0.00002 -0.61091 0.226 -0.163 3.524 0.030
C -1.32814 0.71773 -0.42024 -1.388 1.072 0.674 0.328
C 1.30154 1.28757 2.53997 2.578 -0.627 0.286 -0.074
C 0.94946 1.33611 1.12358 -0.115 3.327 1.935 0.592
C 0.98777 0.23404 0.39520 -4.110 -2.075 -5.640 0.085
H -2.00322 -2.39039 -1.94791 1.356 1.134 -0.892 -0.001
H -1.21094 -1.13036 -3.20131 -0.302 -0.598 1.202 -0.003
H -0.38079 -2.63105 -2.84040 -0.606 -0.104 0.161 -0.016
H 0.11223 -2.00416 -0.64108 0.421 -1.182 1.290 0.016
H -1.69387 1.29955 0.56522 1.706 -1.125 -2.345 -0.052
H -2.11639 0.74309 -1.18127 0.121 -0.485 0.155 0.007
H 1.36399 0.30332 2.99149 0.206 -0.765 -0.513 -0.023
H 0.59992 1.69140 3.18016 -1.718 1.724 1.334 0.014
H 2.28258 1.73529 2.75406 0.109 0.336 0.388 0.051
H 0.61440 2.34017 0.77808 -0.364 -0.904 -0.012 -0.002
H 1.81155 -0.35437 0.16157 1.692 -1.640 0.448 0.047
```
Forces are in eV/Å.

Properties
Spin multiplicity = 2
Expectation value of S² = 0.77
Kohn-Sham gap (spin up / spin down) = 3.979 / 5.915 eV
Highest occupied orbital energy (spin up / spin down) = 0.082 / -1.919 eV
F_max = 7.3 eV/A
Net charge = -1
Calculated total energy = -289.78944 Eh